(1)
# C16H40AlBeBr2F3MgN5O9PS2

C16H40AlBeBr2F3MgN5O9PS2 as an isolated structure (wB97M-V/def2-TZVPD, the Open Molecules 2025 dataset).

Geometry (Å):
C  2.57690  4.01856  -0.74473
O  1.56562  3.69372  0.23343
C  0.39706  4.56807  0.07388
P  -0.61439  4.13221  -1.50149
C  -1.86818  3.02178  -0.56399
C  -1.23609  1.78416  0.23326
C  -0.65140  0.61073  -0.68823
F  -1.71998  -0.15884  -1.32359
H  2.37364  3.35374  -1.69006
H  3.65749  3.71962  -0.39865
H  2.52062  5.10480  -1.11906
H  -0.32995  4.41740  0.96674
H  0.72905  5.67452  0.08369
H  -1.52722  5.26768  -1.24789
H  0.26904  5.03578  -2.23860
H  0.24842  3.03491  -1.86293
H  -1.33485  3.94425  -2.77096
H  -2.60819  2.62627  -1.36656
H  -2.49236  3.70033  0.12098
H  -0.43036  2.05158  0.99898
H  -2.10918  1.31455  0.84294
H  -0.13872  -0.14135  0.03136
H  0.15455  0.93099  -1.43103
Be  4.30322  2.78337  -1.55997
N  5.28456  -0.21302  0.87189
C  5.00299  -1.47049  0.40375
C  6.13369  -2.24797  0.53840
C  7.13258  -1.43467  1.11200
C  6.57593  -0.17914  1.31051
H  4.59386  0.61712  0.89066
H  4.02356  -1.70579  0.01327
H  6.22575  -3.28718  0.25419
H  8.14686  -1.72623  1.35566
H  6.99271  0.72902  1.72443
O  5.98198  4.18921  -3.61862
H  6.72032  4.13924  -4.22489
Al  -0.19822  7.32023  -0.03861
C  8.58404  -5.54942  0.04011
O  7.40785  -5.21282  0.05264
N  9.08617  -6.48044  0.88572
N  9.48666  -5.02028  -0.82124
H  10.04733  -6.77082  0.89134
H  8.44557  -6.89801  1.54167
H  9.15119  -4.32405  -1.46741
H  10.45542  -5.28314  -0.84790
Br  3.46094  1.63348  1.16241
Br  8.81996  1.37262  0.81419
N  -4.68375  0.66210  -3.41865
S  -4.36540  2.05787  -4.07421
O  -5.08789  2.40605  -5.27144
O  -3.00253  2.53791  -3.98453
F  -5.08278  3.00975  -3.01109
S  -4.15034  -0.53284  -4.29682
O  -4.69308  -1.81695  -3.91121
O  -2.74633  -0.54740  -4.63551
F  -4.84672  -0.30887  -5.70399
Mg  8.65869  0.27222  2.99259
C  -7.08805  -2.46135  4.22497
O  -5.71483  -2.09307  4.20248
C  -4.85385  -3.14035  3.75514
C  -4.27400  -2.81198  2.37640
N  -5.29794  -2.88327  1.33576
C  -4.88278  -2.32862  0.05333
C  -4.53300  -0.82357  0.00826
O  -5.64053  0.03295  0.21208
C  -5.96858  0.26307  1.57200
H  -7.63913  -1.67800  4.74822
H  -7.48914  -2.53788  3.21033
H  -7.23715  -3.40453  4.75714
H  -5.35009  -4.11555  3.76225
H  -4.02700  -3.18844  4.47127
H  -3.47617  -3.52349  2.14253
H  -3.83688  -1.80900  2.43252
H  -6.12352  -2.37638  1.64678
H  -5.71145  -2.49979  -0.64174
H  -4.03281  -2.90609  -0.32431
H  -4.18115  -0.60737  -1.00437
H  -3.70471  -0.56091  0.67629
H  -5.08964  0.25499  2.22160
H  -6.70339  -0.47294  1.91026
H  -6.44050  1.24540  1.64405

frontier orbital gap = 2.12 eV
LUMO = -10.375 eV
electronic energy = -234721.0453 eV
multiplicity = 1
net charge = +2

***

(2)
# C3H6N2O

C3H6N2O as an isolated structure (wB97M-V/def2-TZVPD, the Open Molecules 2025 dataset).

Geometry (Å):
C  0.58343  -1.54231  -0.17094
C  -1.30533  -0.51464  -0.13104
C  1.26092  0.73377  0.20666
N  -0.74346  -1.83325  0.10490
N  0.45723  -0.12734  -0.58654
O  1.66576  -2.11149  -0.09660
H  -1.87446  -0.32498  -0.99820
H  -1.62858  -0.05908  0.76758
H  0.93912  1.10458  1.26049
H  2.19307  0.10216  0.27391
H  1.34716  1.52711  -0.46056
H  -1.21540  -2.66498  -0.01052

frontier orbital gap = 10.46 eV
LUMO = 0.830 eV
electronic energy = -8233.7528 eV
multiplicity = 1

***

(3)
# FeH13O7

FeH13O7 as an isolated structure (wB97M-V/def2-TZVPD, the Open Molecules 2025 dataset).

Geometry (Å):
Fe  -0.78089  1.09038  -0.29318
O  -0.02569  -0.66871  0.06137
H  -0.14416  -1.52055  -0.40218
O  0.44388  -2.59069  1.94105
H  1.30483  -2.40774  2.31725
H  0.34476  -1.94368  1.24263
O  -2.63435  0.43725  0.03150
H  -3.03346  0.79456  0.82476
H  -3.11646  -0.37256  -0.13586
O  2.40739  -1.55810  -0.19237
H  1.60811  -1.09180  0.05246
H  2.22158  -1.91274  -1.06181
O  1.05611  1.76482  -0.76748
H  1.32488  2.16045  -1.59662
H  1.87459  1.62813  -0.29034
O  -0.20222  1.45477  1.68499
H  0.63371  1.02285  1.86081
H  -0.42219  1.89504  2.50598
O  -0.89269  0.68639  -2.21693
H  -1.17113  1.28890  -2.90663
H  -0.79660  -0.15696  -2.65938

frontier orbital gap (spin up / spin down) = 5.52 / 7.19 eV
LUMO (spin up / spin down) = -3.300 / -6.448 eV
electronic energy = -48920.7131 eV
multiplicity = 7
net charge = +1

***

(4)
# C6H11N3S

C6H11N3S as an isolated structure (wB97M-V/def2-TZVPD, the Open Molecules 2025 dataset).

Geometry (Å):
C  -0.26259  2.19828  -0.98262
C  -1.56316  -0.07831  0.71291
C  1.19095  -0.03914  0.74879
C  -2.05561  -1.42056  1.09372
C  2.24348  -0.94467  -1.72172
C  -0.46623  -0.02816  -0.36001
N  -1.98411  0.96639  1.29034
N  1.06163  0.49913  1.86315
N  -0.70482  1.02981  -1.24670
S  2.54818  -0.82633  0.06241
H  -0.45703  3.07448  -1.63378
H  0.35088  2.48467  -0.05282
H  -3.07263  -1.55162  1.65441
H  -1.99108  -2.08935  0.32027
H  -1.32581  -1.91035  1.71387
H  1.76170  -1.80704  -2.14863
H  3.22467  -0.95753  -2.02721
H  1.81351  -0.02019  -2.01305
H  -0.41549  -0.98107  -0.99455
H  -1.71124  1.94056  1.27880
H  1.81482  0.46102  2.44243

frontier orbital gap = 9.17 eV
LUMO = 0.439 eV
electronic energy = -21702.0413 eV
multiplicity = 1

***

(5)
# C11H10FNO2

C11H10FNO2 as an isolated structure (wB97M-V/def2-TZVPD, the Open Molecules 2025 dataset).

Geometry (Å):
C  3.13831  0.24760  0.08730
C  2.86422  1.27063  -0.82251
C  2.19827  -0.69209  0.48957
C  1.60129  1.32159  -1.37851
C  0.90747  -0.52322  0.04488
C  0.58159  0.48979  -0.90478
C  -1.57171  -0.27065  -0.67673
C  -0.98245  -0.73568  1.78145
C  -0.27106  -1.17481  0.55466
C  -1.98654  -1.73211  2.34798
C  -1.43435  1.63285  -1.92196
N  -0.72678  0.50311  -1.33297
O  -2.71734  -0.48880  -0.63008
O  -1.03788  0.38480  2.20041
F  -0.51957  -2.53135  0.32892
H  4.07226  0.06638  0.65571
H  3.59251  1.94527  -1.31383
H  2.45607  -1.42265  1.28836
H  1.48930  1.99317  -2.20167
H  -1.81178  -2.77339  2.09387
H  -2.99086  -1.51461  1.98739
H  -2.07470  -1.54664  3.48620
H  -0.82438  2.28519  -2.41226
H  -1.99794  1.27512  -2.68788
H  -1.95395  1.99048  -1.06353

frontier orbital gap = 9.22 eV
LUMO = 0.513 eV
electronic energy = -19869.6299 eV
multiplicity = 1

***

(6)
# C41H48EuN8O3PS5

C41H48EuN8O3PS5 as an isolated structure (wB97M-V/def2-TZVPD, the Open Molecules 2025 dataset).

Geometry (Å):
Eu  -0.61283  0.33597  -1.00719
S  -0.56273  1.88069  1.39673
C  -0.30890  3.54663  0.96941
C  -0.91643  4.56151  1.75579
C  -0.65702  5.91201  1.55498
C  0.15625  6.30322  0.50242
C  0.75397  5.32836  -0.31755
C  0.48566  3.99262  -0.12105
S  1.29713  2.70700  -0.98101
C  1.22641  3.23871  -2.72284
C  1.82437  2.07505  -3.44998
C  2.90156  2.25314  -4.27342
C  3.42297  1.17288  -4.97566
C  2.82827  -0.05568  -4.82358
C  1.69982  -0.17869  -3.98070
C  0.92492  -1.45118  -4.02378
S  -0.01771  -2.03751  -2.55880
C  -1.71797  -2.15759  -3.18319
C  -2.16574  -3.44830  -3.47296
C  -3.42327  -3.65803  -3.99718
C  -4.22035  -2.55942  -4.32301
C  -3.70936  -1.27991  -4.19214
C  -2.40595  -1.02514  -3.64099
S  -1.75097  0.54880  -3.72434
N  1.30350  0.80471  -3.19776
H  -1.54707  4.25511  2.59625
H  -1.10654  6.65205  2.23284
H  0.30912  7.40751  0.31196
H  1.44087  5.66155  -1.12366
H  1.94957  4.09980  -2.79471
H  0.19403  3.45765  -3.02123
H  3.31215  3.24217  -4.49596
H  4.30423  1.32793  -5.59757
H  3.11221  -0.96979  -5.40796
H  1.53034  -2.24716  -4.40223
H  0.06730  -1.28787  -4.63959
H  -1.57109  -4.31719  -3.21294
H  -3.79908  -4.66036  -4.12762
H  -5.22681  -2.70879  -4.70585
H  -4.27664  -0.43569  -4.53007
N  -6.43015  1.26404  4.35693
C  -5.90256  1.32606  3.06104
C  -6.65688  1.25947  1.89103
C  -6.02065  1.25902  0.67220
C  -4.64802  1.54305  0.62662
C  -3.88341  1.69751  1.77620
C  -4.51799  1.58702  2.96764
S  -3.89041  1.33099  -0.93513
O  -4.92575  1.20400  -1.91278
O  -2.89895  2.37140  -1.17204
N  -2.98508  0.04098  -0.75832
C  -3.16189  -1.03740  0.03602
N  -2.00138  -1.66120  0.33979
C  -2.09235  -2.66363  1.20523
C  -3.37013  -3.08849  1.74528
C  -4.45409  -2.39994  1.23410
N  -4.38423  -1.43949  0.35870
H  -7.43429  1.20057  4.44259
H  -6.03528  1.95201  5.01077
H  -7.70602  1.20067  1.99027
H  -6.52652  1.03281  -0.27666
H  -2.83080  1.72151  1.75078
H  -3.90382  1.56583  3.85469
H  -1.20981  -3.18599  1.52141
H  -3.42319  -3.98409  2.29486
H  -5.42571  -2.69100  1.61572
O  1.22091  -0.48960  0.01826
P  2.23088  -0.87740  1.06233
N  2.43971  0.03622  2.36844
C  2.80008  1.46865  2.11503
C  2.81747  2.06274  3.56333
C  1.71409  1.26563  4.28578
C  1.66466  -0.08168  3.61078
N  1.72561  -2.40522  1.56832
C  1.41413  -3.46450  0.57634
C  1.25302  -4.69556  1.49626
C  2.48340  -4.54129  2.37057
C  2.48815  -3.05935  2.67584
N  3.68609  -0.86545  0.31673
C  4.94161  -0.68173  0.94513
C  5.92744  -0.83513  -0.18203
C  5.08843  -0.52214  -1.42949
C  3.74953  -1.14245  -1.16223
H  2.08632  1.91880  1.47760
H  3.78686  1.47740  1.64410
H  2.60690  3.10077  3.61058
H  3.81217  1.87445  3.98188
H  0.73630  1.70225  4.13687
H  1.95865  1.19140  5.34708
H  0.63394  -0.47254  3.45729
H  2.18430  -0.84583  4.26132
H  2.26211  -3.62392  -0.11840
H  0.57382  -3.21756  -0.08904
H  1.28686  -5.64472  0.95683
H  0.33062  -4.63618  2.12801
H  3.38752  -4.77632  1.74384
H  2.43356  -5.21590  3.22521
H  3.45594  -2.68433  2.67879
H  2.09178  -2.81567  3.66019
H  5.24508  -1.42068  1.65998
H  5.02686  0.28619  1.43614
H  6.27942  -1.83616  -0.26121
H  6.79626  -0.16362  -0.15596
H  5.54962  -0.80145  -2.32908
H  4.83405  0.56294  -1.48693
H  3.70608  -2.22671  -1.41909
H  2.96089  -0.59677  -1.73616

frontier orbital gap (spin up / spin down) = 6.09 / 6.91 eV
LUMO (spin up / spin down) = -0.556 / 0.256 eV
electronic energy = -144157.7443 eV
multiplicity = 7